(1)
ORCA calculation (ωB97M-V/def2-TZVPD) on a 2-piece molecular cluster, C2H6NO2 overall.

Geometry as XYZ:
```
11
Properties=species:S:1:pos:R:3:forces:R:3
O -0.36089 0.12918 1.61116 2.0 -0.4 -0.1
H 3.07203 -0.47105 -0.11113 -2.4 0.1 1.4
H 2.05133 -1.01285 1.52952 0.0 0.2 -2.4
O 0.90772 -0.20002 -0.14210 4.8 -0.7 -1.1
H -1.89790 0.03224 -2.16173 -1.1 0.6 1.2
H -2.66210 1.34364 -1.06948 -0.4 2.2 0.5
H 2.36478 0.59425 1.27610 -0.6 -0.3 -1.6
N -0.11880 -0.06761 0.47323 -7.7 1.2 0.4
C 2.15429 -0.30538 0.60863 3.0 0.1 2.8
C -2.53980 0.34457 -1.27289 4.1 -0.5 -3.2
H -2.97066 -0.38697 -0.74131 -1.8 -2.5 2.0
```
Forces are in eV/Å.

Output
largest force on an atom	7.8	eV/A
frontier orbital gap (spin up / spin down)	8.5 / 5.7	eV
LUMO level (spin up / spin down)	-6.9920 / -8.4687	eV
net charge	+1
total energy	-284.47936	Ha



(2)
ORCA calculation (ωB97M-V/def2-TZVPD) on an isolated ion of composition C2H6NO2 and charge +1.

Geometry as XYZ:
```
11
Properties=species:S:1:pos:R:3:forces:R:3
N 1.19357 0.63764 -0.41794 0.5 0.2 -0.1
C -0.81574 -0.22023 0.70616 -0.8 0.1 -0.2
C 0.16146 -0.47217 -0.43379 0.1 0.4 -0.1
H 2.10980 0.34265 -0.06721 -0.2 -0.2 0.2
H 1.39339 1.06282 -1.33273 -0.4 -0.2 0.1
O -0.49214 -0.06654 1.84152 0.5 0.0 0.1
H -0.35633 -0.49644 -1.38430 0.1 0.2 -0.1
O -2.07621 -0.17184 0.24344 0.3 -1.0 0.0
H 0.87519 1.37884 0.21025 0.1 0.1 0.1
H -2.66189 -0.57911 0.90577 -0.2 0.6 0.1
H 0.66890 -1.41561 -0.27116 0.0 -0.1 0.0
```
Forces are in eV/Å.

Output
largest force on an atom	1.0	eV/A
frontier orbital gap	11.5	eV
structure (SMILES)	[NH3+]CC(=O)O
LUMO level	-4.2437	eV
net charge	+1
total energy	-284.78533	Ha



(3)
ORCA calculation (ωB97M-V/def2-TZVPD) on one molecule with the formula C2H6NO2P.

Geometry as XYZ:
```
12
Properties=species:S:1:pos:R:3:forces:R:3
C 1.24974 -0.06285 -0.39401 4.7 -3.9 0.6
H 1.90278 -0.36481 -1.28860 -1.2 0.5 1.0
O 0.91610 1.17966 -0.42623 -3.0 2.2 1.5
P -0.02917 -1.42847 -0.02711 0.4 -0.3 -1.4
H 0.09914 1.19550 0.22846 1.5 1.0 -1.4
H -0.23106 -1.67715 -1.44543 0.1 -0.2 0.7
O 2.35723 -0.37091 0.78564 -3.4 -1.1 -1.1
H -2.52908 -0.88471 -0.05937 1.1 0.1 0.5
H 3.08529 0.22032 0.77566 0.8 1.2 -0.5
N -1.43373 0.66593 0.82572 -1.3 1.2 2.1
H -2.24966 1.23681 0.96213 0.4 1.3 -0.1
C -1.52046 -0.42192 0.14861 -0.2 -2.2 -1.9
```
Forces are in eV/Å.

Output
multiplicity	3
largest force on an atom	6.1	eV/A
frontier orbital gap (spin up / spin down)	7.0 / 6.1	eV
⟨S²⟩	2.01
LUMO level (spin up / spin down)	0.7311 / -3.5435	eV
net charge	0
total energy	-626.16167	Ha



(4)
ORCA calculation (ωB97M-V/def2-TZVPD) on C2H6NO2S2 as an isolated structure.

Geometry as XYZ:
```
13
Properties=species:S:1:pos:R:3:forces:R:3
C -1.16137 3.25558 0.82850 0.5 0.0 0.1
H 1.06786 0.91461 0.05924 0.2 -0.3 0.1
C 0.57197 -2.46519 -0.89348 0.7 -0.5 -0.1
H -1.90577 2.49352 1.03305 -0.3 0.2 -0.1
S -0.17056 0.80947 -0.41090 -0.3 1.5 -0.2
H 1.81267 -3.67047 0.15558 0.3 0.2 0.1
H -1.57158 4.26112 0.79068 -0.2 0.0 -0.1
N 0.83135 -3.43637 0.12800 -0.5 0.0 -0.1
H -0.42353 3.22949 1.62833 0.0 0.0 0.0
H 0.35470 -4.28329 -0.16187 -0.1 -0.1 0.1
S -0.33689 2.89885 -0.75292 -0.2 -0.6 0.1
O 0.61354 -2.69076 -2.07008 -0.3 0.2 -0.4
O 0.31761 -1.31656 -0.33412 0.2 -0.5 0.5
```
Forces are in eV/Å.

Output
multiplicity	2
largest force on an atom	1.5	eV/A
frontier orbital gap (spin up / spin down)	10.0 / 6.1	eV
⟨S²⟩	0.76
LUMO level (spin up / spin down)	0.6702 / -3.1014	eV
net charge	0
total energy	-1081.33259	Ha



(5)
ORCA calculation (ωB97M-V/def2-TZVPD) on an isolated ion of composition C2H6NO3S2 and charge +1.

Geometry as XYZ:
```
14
Properties=species:S:1:pos:R:3:forces:R:3
O -1.84586 1.05680 -0.88741 -4.2 1.6 2.3
C 0.36123 0.26612 -0.46801 2.1 3.3 -2.7
O -4.22100 0.63374 -0.04004 -1.9 0.1 -0.3
C -0.89217 0.35813 -1.28102 4.0 -1.3 -2.0
H -0.95561 0.43270 1.14950 1.8 -1.1 0.4
N 0.02451 -0.10579 0.89325 -3.1 2.0 -2.4
O -2.34638 0.56392 1.50592 -0.3 -0.6 0.9
H 1.07375 -0.40834 -0.96394 -0.3 -0.1 0.5
H -0.22081 -1.04086 0.67824 0.0 -1.8 1.7
H 0.69424 0.18296 1.51106 2.4 -0.2 2.4
S -2.93571 0.19912 0.24345 0.7 2.0 -0.8
H 0.94651 1.33044 -0.55358 -1.5 -2.2 0.6
H -0.91582 0.18504 -2.33545 0.6 -0.5 -0.7
S -2.43723 -1.63283 -0.49854 -0.3 -1.1 0.3
```
Forces are in eV/Å.

Output
multiplicity	3
largest force on an atom	5.0	eV/A
frontier orbital gap (spin up / spin down)	8.2 / 7.0	eV
⟨S²⟩	2.01
LUMO level (spin up / spin down)	-4.3735 / -8.5112	eV
net charge	+1
total energy	-1156.19357	Ha



(6)
ORCA calculation (ωB97M-V/def2-TZVPD) on a 3-piece molecular cluster, C2H6NO5 overall.

Geometry as XYZ:
```
14
Properties=species:S:1:pos:R:3:forces:R:3
O 0.89789 1.08738 -3.39534 0.0 -0.2 -0.7
O 0.01460 1.04695 1.20968 0.3 -0.1 -0.6
H 1.52520 0.39644 -3.63360 -0.1 0.1 0.0
C -1.20372 -1.17614 -0.12658 -1.1 0.5 -0.8
O 0.36278 -1.18494 3.31839 -0.4 1.0 1.6
N -0.89900 0.03652 -0.64504 0.8 -0.1 0.8
C 0.20346 0.84249 0.00642 -0.2 0.1 0.3
H -0.07254 -0.33018 3.08987 0.7 -1.2 -0.6
H -2.18841 -1.54271 -0.48375 0.1 -0.2 -0.3
H -1.25795 0.33716 -1.53999 0.0 -0.2 0.1
H 0.97704 1.12856 -2.42001 0.0 0.1 0.6
O 1.11293 1.19888 -0.76855 -0.2 0.1 0.2
O -0.58141 -1.81993 0.68291 0.4 -0.2 0.3
H 0.55055 -1.68175 2.53392 -0.3 0.2 -1.0
```
Forces are in eV/Å.

Output
largest force on an atom	2.0	eV/A
frontier orbital gap	9.2	eV
LUMO level	3.7556	eV
net charge	-1
total energy	-510.88222	Ha



(7)
ORCA calculation (ωB97M-V/def2-TZVPD) on a 2-piece molecular cluster, C2H6NOS overall.

Geometry as XYZ:
```
11
Properties=species:S:1:pos:R:3:forces:R:3
O -1.65224 -0.45339 1.80465 0.1 0.0 0.2
N 0.45463 0.12583 1.14423 -0.1 -0.2 -0.4
H -0.45739 -0.95659 -1.10384 0.0 0.1 0.0
H 0.68799 0.26469 2.11100 0.3 0.1 0.0
C -0.81656 -0.25660 0.92372 0.0 0.2 -0.5
C -1.18778 -0.37141 -0.54708 -0.2 0.0 0.2
S 1.95279 0.81666 -1.45601 0.0 0.1 -0.4
H -1.20218 0.63505 -0.97155 0.1 -0.1 -0.1
H 3.27134 0.69208 -1.62154 0.2 0.0 0.1
H 1.13444 0.30831 0.33630 -0.5 -0.1 0.9
H -2.18505 -0.80463 -0.61989 0.1 0.0 0.0
```
Forces are in eV/Å.

Output
largest force on an atom	1.0	eV/A
frontier orbital gap	7.5	eV
LUMO level	4.1426	eV
net charge	-1
total energy	-608.06407	Ha



(8)
ORCA calculation (ωB97M-V/def2-TZVPD) on a 2-piece molecular cluster, C2H6NOS overall.

Geometry as XYZ:
```
11
Properties=species:S:1:pos:R:3:forces:R:3
O 2.26220 0.52470 1.12143 0.2 -0.1 0.1
H -1.36028 -1.71963 0.19358 0.0 0.1 0.2
S -0.79918 1.64093 -1.48229 -0.1 0.2 -0.1
H 1.64111 -0.06287 -0.68630 -0.2 -0.1 -0.1
C 1.42949 0.04751 0.38875 -0.1 0.6 0.2
H -0.72244 -0.75724 -0.93233 0.1 -0.1 0.2
H 0.24752 -0.80935 1.86279 -0.3 -0.2 -0.1
H -1.69819 2.36476 -2.17307 0.1 -0.1 0.0
H -0.58927 0.48687 0.94734 0.3 0.3 0.2
C 0.06636 -0.38567 0.87237 0.0 -0.3 -0.5
N -0.47733 -1.33001 -0.11228 0.1 -0.2 -0.1
```
Forces are in eV/Å.

Output
largest force on an atom	0.6	eV/A
frontier orbital gap	7.2	eV
LUMO level	4.1074	eV
net charge	-1
total energy	-608.01311	Ha



(9)
ORCA calculation (ωB97M-V/def2-TZVPD) on a 2-piece molecular cluster, C2H6NOS overall.

Geometry as XYZ:
```
11
Properties=species:S:1:pos:R:3:forces:R:3
H -0.30364 0.14810 -0.07688 -0.3 -0.4 -0.1
H 3.33538 0.87414 0.58179 0.0 -0.2 -0.1
S 1.81353 -0.96105 0.44243 0.2 -0.1 0.0
C 2.48198 0.52703 1.16968 -0.1 0.2 0.0
H -1.78191 -0.61719 -1.80701 0.0 0.2 -0.1
H -1.70726 0.79630 0.72467 0.3 0.4 0.0
C -2.15967 0.13601 -1.09150 0.8 0.0 -0.3
O -3.25436 0.62864 -1.19331 -0.4 -0.2 0.2
N -1.26007 0.47100 -0.11915 -0.7 0.0 0.2
H 1.74526 1.32570 1.15668 0.0 0.1 0.1
H 2.84129 0.33870 2.18051 0.0 0.0 0.0
```
Forces are in eV/Å.

Output
multiplicity	2
largest force on an atom	0.9	eV/A
frontier orbital gap (spin up / spin down)	10.5 / 7.0	eV
⟨S²⟩	0.75
LUMO level (spin up / spin down)	0.7140 / -2.5115	eV
net charge	0
total energy	-607.94066	Ha



(10)
ORCA calculation (ωB97M-V/def2-TZVPD) on one molecule with the formula C2H6NP.

Geometry as XYZ:
```
10
Properties=species:S:1:pos:R:3:forces:R:3
N -0.41316 -0.55165 -0.24751 3.8 -0.2 -0.1
H 1.03671 0.35376 1.11112 -0.7 -0.7 -2.7
C -1.40618 -0.09005 0.60365 0.8 3.9 1.9
H -1.91451 -0.69252 1.26743 -1.1 -2.3 0.7
P 2.27763 -0.80845 -0.79292 0.4 -0.7 -0.2
H 1.82540 -1.17919 -2.06077 -0.9 -0.9 0.0
H -2.03113 0.42361 -0.04009 -2.2 0.7 -1.1
H -1.10693 0.78004 1.31411 0.3 -1.1 -0.8
H 2.73862 0.22374 -1.58391 0.5 1.4 0.4
C 0.78473 -0.15138 0.01221 -0.9 -0.2 2.0
```
Forces are in eV/Å.

Output
largest force on an atom	4.4	eV/A
frontier orbital gap	10.5	eV
structure (SMILES)	C/N=C/P
LUMO level	0.9445	eV
net charge	0
total energy	-475.81691	Ha



(11)
ORCA calculation (ωB97M-V/def2-TZVPD) on C2H6NP as an isolated structure.

Geometry as XYZ:
```
10
Properties=species:S:1:pos:R:3:forces:R:3
H -2.32097 0.77220 1.01642 -0.3 0.0 0.8
P -2.56290 -0.16344 0.00494 -1.5 -0.9 0.6
C 1.06032 -1.85640 0.07686 -2.3 0.5 -1.2
C -0.80710 -0.24666 -0.16842 -1.3 2.9 -0.3
H 1.66713 -1.67538 0.84374 3.3 0.1 2.5
H -0.32945 2.14288 -0.40896 -0.3 1.0 0.5
H -0.52050 2.83848 -0.11743 0.3 -0.8 -0.4
N 0.09156 -0.98752 0.05164 1.8 -1.0 -0.5
H -2.85940 0.95317 -0.72628 0.0 0.6 -1.2
H 0.84959 -2.75119 -0.38902 0.2 -2.4 -0.7
```
Forces are in eV/Å.

Output
multiplicity	3
largest force on an atom	4.2	eV/A
frontier orbital gap (spin up / spin down)	6.1 / 8.9	eV
⟨S²⟩	2.02
LUMO level (spin up / spin down)	0.9295 / -1.1786	eV
net charge	0
total energy	-475.65689	Ha



(12)
ORCA calculation (ωB97M-V/def2-TZVPD) on one molecule with the formula C2H6NP.

Geometry as XYZ:
```
10
Properties=species:S:1:pos:R:3:forces:R:3
H 2.42467 -0.35594 0.11834 2.9 0.8 -0.2
H -2.02282 -1.94302 -0.19255 1.1 -1.2 0.1
C -1.28045 -0.21470 0.04969 1.6 10.1 1.1
H 1.09281 -1.22214 -1.06713 0.2 0.1 0.3
H -2.21844 0.42426 0.24706 1.4 -1.4 -0.4
C 0.22910 0.66786 0.28388 -3.5 -0.6 0.7
H 0.31104 1.56722 -0.36587 0.4 -1.0 0.0
N -1.14027 -1.43138 -0.12091 -1.9 -5.6 -0.4
H 0.24676 1.03452 1.32471 -0.3 -0.1 -0.3
P 1.22013 -0.83900 0.29929 -1.9 -1.2 -1.1
```
Forces are in eV/Å.

Output
multiplicity	3
largest force on an atom	10.3	eV/A
frontier orbital gap (spin up / spin down)	6.2 / 6.7	eV
⟨S²⟩	2.01
LUMO level (spin up / spin down)	1.2255 / -2.7640	eV
net charge	0
total energy	-475.65298	Ha